C55H37IrN11P | ωB97M-V with the def2-TZVPD basis set

E_tot	-86159.4631	eV
LUMO level	-1.18	eV
energy above the lowest of the compared OMol25 structures with the same formula, charge and spin	0.0	kJ/mol
molar mass	1075.2	g/mol
gap between HOMO and LUMO	5.18	eV

Positions of all 105 atoms, in Å:
Ir (-0.23, -1.02, -1.46)
C (-3.79, 4.13, -3.48)
C (-4.75, 3.61, -2.60)
C (-4.53, 2.45, -1.88)
C (-3.31, 1.82, -2.06)
C (-2.74, 0.61, -1.47)
N (-1.49, 0.43, -1.99)
C (-1.19, 1.43, -2.86)
N (-0.09, 1.60, -3.55)
C (0.95, 0.78, -3.53)
C (2.14, 0.94, -4.36)
C (2.50, 1.91, -5.28)
C (3.72, 1.76, -5.92)
C (4.56, 0.67, -5.64)
C (4.20, -0.29, -4.71)
C (2.97, -0.14, -4.08)
C (2.29, -0.95, -3.07)
N (2.79, -2.05, -2.54)
C (2.20, -2.76, -1.60)
N (0.98, -2.54, -1.03)
C (0.69, -3.54, -0.14)
N (-0.43, -3.72, 0.52)
C (-1.49, -2.94, 0.45)
N (-1.62, -1.78, -0.27)
C (-2.86, -1.25, -0.07)
N (-3.37, -0.16, -0.60)
C (-3.59, -2.12, 0.85)
C (-4.87, -2.04, 1.39)
C (-5.25, -3.04, 2.27)
C (-4.40, -4.10, 2.58)
C (-3.13, -4.19, 2.03)
C (-2.74, -3.18, 1.16)
C (1.83, -4.43, -0.08)
C (2.08, -5.57, 0.68)
C (3.30, -6.20, 0.50)
C (4.24, -5.73, -0.42)
C (3.99, -4.60, -1.19)
C (2.77, -3.96, -1.00)
N (1.10, -0.36, -2.79)
C (-2.34, 2.33, -2.93)
C (-2.57, 3.49, -3.65)
H (-4.00, 5.03, -4.03)
H (-5.70, 4.14, -2.49)
H (-5.26, 2.05, -1.20)
H (1.84, 2.74, -5.50)
H (4.04, 2.50, -6.65)
H (5.51, 0.59, -6.15)
H (4.84, -1.14, -4.49)
H (-5.52, -1.22, 1.14)
H (-6.24, -3.01, 2.71)
H (-4.74, -4.87, 3.26)
H (-2.45, -5.00, 2.27)
H (1.35, -5.93, 1.39)
H (3.53, -7.09, 1.08)
H (5.18, -6.25, -0.53)
H (4.71, -4.23, -1.90)
H (-1.82, 3.88, -4.33)
N (0.46, 0.34, -0.16)
P (1.01, 0.05, 1.29)
C (1.24, 1.69, 2.02)
C (1.85, 2.66, 1.22)
C (2.06, 3.94, 1.70)
C (1.67, 4.26, 3.00)
C (1.08, 3.30, 3.80)
C (0.87, 2.02, 3.31)
C (2.69, -0.65, 1.45)
C (3.45, -0.69, 0.29)
C (4.77, -1.12, 0.32)
C (5.34, -1.50, 1.53)
C (4.60, -1.41, 2.70)
C (3.28, -0.98, 2.67)
C (-0.04, -0.86, 2.47)
C (0.32, -2.05, 3.10)
C (-0.55, -2.65, 4.00)
C (-1.78, -2.07, 4.28)
C (-2.16, -0.91, 3.62)
C (-1.30, -0.30, 2.72)
H (2.14, 2.41, 0.20)
H (2.53, 4.69, 1.07)
H (1.83, 5.26, 3.38)
H (0.78, 3.55, 4.81)
H (0.40, 1.28, 3.95)
H (3.00, -0.36, -0.64)
H (5.34, -1.17, -0.60)
H (6.36, -1.84, 1.56)
H (5.05, -1.68, 3.65)
H (2.72, -0.89, 3.59)
H (1.26, -2.53, 2.87)
H (-0.26, -3.58, 4.48)
H (-2.45, -2.54, 4.98)
H (-3.13, -0.47, 3.82)
H (-1.59, 0.61, 2.19)
N (-3.47, 6.23, -0.34)
C (-3.03, 5.01, 0.14)
C (-3.76, 4.30, 1.09)
C (-3.25, 3.09, 1.55)
N (-2.10, 2.56, 1.14)
C (-1.41, 3.25, 0.22)
C (-1.82, 4.46, -0.29)
H (-4.46, 6.40, -0.24)
H (-3.12, 6.49, -1.25)
H (-4.70, 4.67, 1.46)
H (-3.81, 2.52, 2.29)
H (-0.50, 2.77, -0.12)
H (-1.22, 4.97, -1.04)

Here are the Löwdin charges for atoms 1 to 6, given in e: 1.40 -0.09 -0.09 -0.01 -0.11 -0.27

C55H38Br2ClIInN3O2P2S | ωB97M-V with the def2-TZVPD basis set

E_tot	-261501.8748	eV
net charge	+2
LUMO level	-5.78	eV
energy above the lowest of the compared OMol25 structures with the same formula, charge and spin	32.9	kJ/mol
molar mass	1303.9	g/mol
gap between HOMO and LUMO	6.29	eV

Positions of all 106 atoms, in Å:
In (-0.71, -0.02, 0.13)
O (-0.18, 2.76, 2.73)
S (0.57, 1.76, 1.96)
C (1.95, 2.66, 1.21)
C (2.80, 3.43, 2.00)
C (3.72, 4.27, 1.41)
C (3.79, 4.36, 0.02)
C (2.94, 3.61, -0.77)
C (2.02, 2.74, -0.18)
P (0.86, 1.85, -1.27)
C (1.90, 1.11, -2.56)
C (1.35, 0.77, -3.79)
C (2.13, 0.16, -4.76)
C (3.46, -0.15, -4.49)
C (4.01, 0.18, -3.26)
C (3.24, 0.81, -2.30)
C (-0.03, 3.25, -2.03)
C (-0.87, 3.98, -1.19)
C (-1.59, 5.05, -1.68)
C (-1.48, 5.41, -3.01)
C (-0.62, 4.72, -3.85)
C (0.11, 3.64, -3.36)
C (1.50, 0.73, 3.10)
C (1.87, 1.26, 4.33)
C (2.64, 0.51, 5.20)
C (3.03, -0.78, 4.85)
C (2.61, -1.33, 3.65)
C (1.82, -0.58, 2.77)
P (1.21, -1.47, 1.30)
C (0.21, -2.87, 1.88)
C (-0.10, -3.10, 3.22)
C (-0.89, -4.19, 3.56)
C (-1.37, -5.04, 2.58)
C (-1.06, -4.82, 1.25)
C (-0.28, -3.73, 0.90)
C (2.73, -2.24, 0.64)
C (2.88, -3.62, 0.53)
C (4.08, -4.13, 0.05)
C (5.12, -3.29, -0.32)
C (4.97, -1.91, -0.19)
C (3.78, -1.39, 0.28)
H (2.72, 3.38, 3.08)
H (4.38, 4.86, 2.03)
H (4.50, 5.04, -0.44)
H (2.98, 3.70, -1.85)
H (0.32, 0.99, -4.01)
H (1.71, -0.07, -5.73)
H (4.07, -0.62, -5.25)
H (5.05, -0.06, -3.05)
H (3.68, 1.11, -1.36)
H (-0.93, 3.72, -0.14)
H (-2.23, 5.62, -1.01)
H (-2.05, 6.25, -3.39)
H (-0.50, 5.02, -4.88)
H (0.81, 3.14, -4.02)
H (1.53, 2.25, 4.60)
H (2.95, 0.93, 6.15)
H (3.63, -1.36, 5.53)
H (2.89, -2.34, 3.40)
H (0.27, -2.44, 3.99)
H (-1.13, -4.37, 4.60)
H (-1.99, -5.89, 2.85)
H (-1.42, -5.49, 0.48)
H (-0.03, -3.54, -0.14)
H (2.09, -4.29, 0.82)
H (4.21, -5.21, -0.03)
H (6.05, -3.70, -0.68)
H (5.78, -1.25, -0.45)
H (3.66, -0.32, 0.42)
Cl (-5.90, -3.37, 3.79)
C (-4.56, -2.41, 3.30)
C (-3.89, -1.66, 4.23)
C (-2.78, -0.88, 3.85)
I (-1.71, 0.17, 5.30)
C (-2.34, -0.82, 2.54)
O (-1.30, -0.10, 2.17)
C (-3.05, -1.59, 1.57)
N (-2.59, -1.55, 0.29)
C (-3.18, -2.29, -0.62)
C (-4.28, -3.11, -0.34)
C (-4.76, -3.17, 0.94)
C (-4.15, -2.40, 1.95)
H (-4.21, -1.67, 5.26)
H (-2.79, -2.25, -1.63)
H (-4.72, -3.70, -1.13)
H (-5.61, -3.80, 1.19)
Br (-6.00, 4.00, -1.69)
C (-4.57, 2.91, -1.16)
C (-4.08, 2.97, 0.14)
C (-3.00, 2.17, 0.46)
N (-2.44, 1.35, -0.42)
C (-2.92, 1.25, -1.67)
C (-3.99, 2.04, -2.07)
C (-2.28, 0.25, -2.57)
C (-2.75, 0.00, -3.85)
C (-2.13, -0.99, -4.61)
Br (-2.76, -1.36, -6.34)
C (-1.06, -1.70, -4.08)
C (-0.65, -1.37, -2.80)
N (-1.24, -0.43, -2.07)
H (-4.53, 3.63, 0.88)
H (-2.55, 2.21, 1.45)
H (-4.38, 2.01, -3.08)
H (-3.59, 0.53, -4.26)
H (-0.56, -2.47, -4.65)
H (0.19, -1.88, -2.34)

Here are the Löwdin charges for atoms 1 to 6, given in e: 0.60 -0.43 0.87 -0.32 -0.04 -0.03

C55H39F5N3O2P2SiTa | ωB97M-V with the def2-TZVPD basis set

E_tot	-107815.2843	eV
net charge	+2
LUMO level	-6.55	eV
energy above the lowest of the compared OMol25 structures with the same formula, charge and spin	110.0	kJ/mol
molar mass	1139.9	g/mol
gap between HOMO and LUMO	6.73	eV

Positions of all 108 atoms, in Å:
Ta (0.15, 1.08, 0.53)
O (1.99, 4.12, -1.67)
C (1.23, 3.44, -1.07)
N (1.57, 2.29, -0.33)
C (2.93, 1.90, -0.30)
O (3.71, 1.91, -1.20)
C (3.21, 1.42, 1.09)
C (4.43, 1.59, 1.70)
C (4.55, 1.25, 3.04)
C (3.44, 0.73, 3.69)
C (2.26, 0.59, 3.00)
N (2.13, 0.93, 1.71)
C (-0.23, 3.78, -0.93)
C (-0.69, 5.01, -1.34)
C (-2.04, 5.30, -1.17)
C (-2.86, 4.32, -0.65)
C (-2.32, 3.09, -0.30)
N (-1.01, 2.83, -0.40)
H (5.25, 2.00, 1.12)
H (5.49, 1.39, 3.56)
H (3.48, 0.46, 4.74)
H (1.38, 0.20, 3.50)
H (0.02, 5.71, -1.76)
H (-2.43, 6.26, -1.45)
H (-3.92, 4.48, -0.53)
H (-2.96, 2.31, 0.08)
C (-1.44, -0.13, 4.00)
Si (-0.85, -0.65, 2.27)
C (0.30, -2.10, 2.66)
C (0.14, -2.91, 3.78)
C (1.11, -3.84, 4.13)
C (2.25, -3.99, 3.36)
C (2.43, -3.21, 2.23)
C (1.47, -2.26, 1.89)
P (1.38, -1.47, 0.26)
C (0.72, -2.99, -0.53)
C (1.58, -3.86, -1.19)
C (1.10, -5.08, -1.66)
C (-0.22, -5.44, -1.46)
C (-1.07, -4.58, -0.78)
C (-0.60, -3.37, -0.31)
C (3.03, -1.29, -0.48)
C (4.20, -1.34, 0.28)
C (5.44, -1.21, -0.33)
C (5.52, -1.03, -1.70)
C (4.36, -0.95, -2.46)
C (3.13, -1.08, -1.85)
C (-2.46, -0.83, 1.18)
C (-3.54, -1.22, 1.99)
C (-4.86, -1.20, 1.55)
C (-5.15, -0.74, 0.28)
C (-4.11, -0.38, -0.56)
C (-2.77, -0.43, -0.15)
P (-1.43, -0.14, -1.37)
C (-1.72, 1.18, -2.62)
C (-0.55, 1.50, -3.31)
C (-0.57, 2.40, -4.37)
C (-1.77, 2.98, -4.75)
C (-2.93, 2.66, -4.08)
C (-2.91, 1.76, -3.01)
C (-1.42, -1.46, -2.65)
C (-2.65, -1.79, -3.22)
C (-2.72, -2.70, -4.26)
C (-1.57, -3.27, -4.77)
C (-0.34, -2.92, -4.23)
C (-0.27, -2.02, -3.18)
H (-1.66, -1.01, 4.61)
H (-2.33, 0.49, 3.99)
H (-0.65, 0.41, 4.51)
H (-0.74, -2.84, 4.39)
H (0.96, -4.47, 5.00)
H (3.00, -4.72, 3.63)
H (3.29, -3.38, 1.60)
H (2.62, -3.61, -1.35)
H (1.78, -5.75, -2.17)
H (-0.59, -6.39, -1.83)
H (-2.10, -4.86, -0.61)
H (-1.28, -2.73, 0.23)
H (4.15, -1.47, 1.35)
H (6.34, -1.26, 0.26)
H (6.49, -0.93, -2.18)
H (4.42, -0.79, -3.53)
H (2.24, -1.01, -2.46)
H (-3.36, -1.54, 3.01)
H (-5.65, -1.52, 2.21)
H (-6.17, -0.69, -0.07)
H (-4.36, -0.05, -1.56)
H (0.40, 1.04, -3.04)
H (0.35, 2.64, -4.89)
H (-1.79, 3.68, -5.58)
H (-3.87, 3.11, -4.38)
H (-3.84, 1.55, -2.50)
H (-3.57, -1.33, -2.88)
H (-3.69, -2.95, -4.69)
H (-1.62, -3.98, -5.58)
H (0.58, -3.34, -4.63)
H (0.70, -1.77, -2.78)
F (1.83, 3.45, 2.39)
C (0.54, 3.40, 2.77)
C (-0.34, 2.46, 2.23)
C (-1.64, 2.64, 2.67)
F (-2.60, 1.82, 2.16)
C (-2.07, 3.58, 3.58)
F (-3.35, 3.65, 3.93)
C (-1.14, 4.47, 4.11)
F (-1.51, 5.38, 4.99)
C (0.17, 4.37, 3.69)
F (1.08, 5.22, 4.16)

Here are the Löwdin charges for atoms 1 to 6, given in e: 1.52 0.18 -0.41 -0.03 -0.42 0.19

C55H43N7ORuS6 | ωB97M-V with the def2-TZVPD basis set

E_tot	-137797.6248	eV
net charge	-1
LUMO level (alpha / beta)	0.73 / 0.73	eV
molar mass	1111.5	g/mol
gap between HOMO and LUMO (alpha / beta)	2.22 / 3.75	eV
spin multiplicity	2

Positions of all 113 atoms, in Å:
Ru (0.23, -1.97, -0.97)
S (-0.50, -4.22, -0.20)
C (-2.13, -3.92, 0.30)
C (-2.73, -4.79, 1.20)
C (-4.01, -4.56, 1.67)
C (-4.64, -5.51, 2.49)
N (-5.15, -6.32, 3.14)
C (-4.72, -3.40, 1.25)
C (-4.10, -2.52, 0.34)
C (-2.85, -2.78, -0.17)
S (-2.19, -1.82, -1.45)
C (-6.02, -3.15, 1.68)
N (-7.10, -2.93, 2.02)
H (-2.17, -5.65, 1.54)
H (-4.66, -1.66, 0.00)
C (-0.75, -1.62, -4.15)
C (0.51, -2.41, -4.01)
C (1.05, -3.00, -5.15)
C (2.32, -3.55, -5.13)
C (3.06, -3.46, -3.94)
C (4.42, -3.84, -3.88)
C (5.13, -3.73, -2.70)
C (4.49, -3.32, -1.55)
C (3.14, -2.96, -1.58)
S (2.36, -2.54, -0.08)
C (2.40, -2.97, -2.78)
N (1.13, -2.48, -2.82)
H (-0.82, -1.20, -5.15)
H (-0.75, -0.81, -3.42)
H (-1.62, -2.26, -3.97)
H (0.46, -2.99, -6.05)
H (2.75, -4.00, -6.01)
H (4.90, -4.19, -4.78)
H (6.18, -3.98, -2.67)
H (5.01, -3.25, -0.61)
N (-0.35, -1.29, 0.83)
S (-0.49, -0.22, 1.82)
N (-0.96, 1.30, 1.40)
S (0.16, 2.38, 1.17)
N (1.36, 2.00, 0.23)
S (0.99, 1.36, -1.24)
N (0.79, -0.08, -1.43)
C (2.40, 1.88, -2.19)
C (2.84, 1.01, -3.19)
C (3.87, 1.40, -4.01)
C (4.47, 2.64, -3.84)
C (4.04, 3.49, -2.83)
C (3.01, 3.12, -2.00)
C (-0.42, 2.26, -1.91)
C (-0.27, 3.36, -2.74)
C (-1.37, 3.86, -3.41)
C (-2.61, 3.24, -3.27)
C (-2.75, 2.13, -2.45)
C (-1.66, 1.63, -1.77)
C (0.90, 2.84, 2.69)
C (2.28, 3.03, 2.80)
C (2.80, 3.52, 3.98)
C (1.96, 3.84, 5.05)
C (0.59, 3.68, 4.92)
C (0.05, 3.19, 3.75)
C (-0.70, 3.75, 0.49)
C (0.05, 4.88, 0.12)
C (-0.60, 6.01, -0.32)
C (-1.99, 6.05, -0.36)
C (-2.73, 4.95, 0.05)
C (-2.11, 3.81, 0.48)
C (0.92, -0.05, 2.94)
C (2.19, -0.23, 2.43)
C (3.27, -0.25, 3.30)
C (3.06, -0.10, 4.66)
C (1.78, 0.07, 5.16)
C (0.70, 0.09, 4.30)
C (-1.82, -0.70, 2.93)
C (-2.73, 0.21, 3.42)
C (-3.73, -0.23, 4.26)
C (-3.82, -1.57, 4.61)
C (-2.90, -2.48, 4.10)
C (-1.90, -2.05, 3.25)
H (2.35, 0.06, -3.29)
H (4.22, 0.73, -4.79)
H (5.28, 2.95, -4.49)
H (4.51, 4.46, -2.70)
H (2.66, 3.75, -1.20)
H (0.71, 3.81, -2.88)
H (-1.26, 4.72, -4.05)
H (-3.46, 3.63, -3.81)
H (-3.71, 1.65, -2.35)
H (-1.74, 0.76, -1.14)
H (2.91, 2.77, 1.96)
H (3.87, 3.64, 4.08)
H (2.38, 4.21, 5.97)
H (-0.07, 3.94, 5.74)
H (-1.02, 3.07, 3.62)
H (1.12, 4.82, 0.18)
H (-0.02, 6.87, -0.62)
H (-2.49, 6.94, -0.72)
H (-3.81, 4.98, 0.01)
H (-2.65, 2.93, 0.79)
H (2.33, -0.35, 1.36)
H (4.26, -0.40, 2.91)
H (3.91, -0.13, 5.34)
H (1.62, 0.17, 6.22)
H (-0.30, 0.21, 4.68)
H (-2.64, 1.25, 3.12)
H (-4.45, 0.48, 4.65)
H (-4.60, -1.91, 5.27)
H (-2.98, -3.53, 4.36)
H (-1.18, -2.74, 2.82)
C (-1.42, -5.59, -2.33)
O (-0.60, -4.54, -1.94)
H (-1.08, -6.55, -1.92)
H (-1.39, -5.63, -3.42)
H (-2.46, -5.42, -2.01)

Here are the Löwdin charges for atoms 1 to 6, given in e: 0.52 0.91 -0.60 -0.08 -0.24 -0.24